Entry 1
Here is C3H9NS in the gas phase from the OMol25 dataset. Energies are from ωB97M-V/def2-TZVPD.

Calculated values
- multiplicity = 1
- HOMO energy (eV) = -8.72
- structure (SMILES) = C[C@H](S)CN
- charge = 0
- gap between HOMO and LUMO (eV) = 9.7

Geometry as XYZ:
```
14
Properties=species:S:1:pos:R:3:nbo_charge:R:1
C 0.91 1.23 -0.34 -0.61
C 0.71 0.00 0.53 -0.42
S 1.69 -1.17 -0.09 0.06
C -0.84 -0.48 0.66 -0.22
N -1.68 -0.65 -0.58 -0.86
H 0.39 1.00 -1.23 0.22
H 0.58 2.25 0.03 0.21
H 2.17 1.40 -0.24 0.22
H 1.22 0.16 1.35 0.22
H 1.38 -0.89 -1.27 0.09
H -1.16 -1.26 1.26 0.19
H -1.35 0.36 1.26 0.18
H -2.59 -0.38 -0.48 0.37
H -1.46 -1.58 -0.87 0.36
```

***

Entry 2
Here is C3H9NS in the gas phase from the OMol25 dataset. Energies are from ωB97M-V/def2-TZVPD.

Calculated values
- multiplicity = 1
- HOMO energy (eV) = -8.84
- structure (SMILES) = CNCCS
- charge = 0
- gap between HOMO and LUMO (eV) = 9.9

Geometry as XYZ:
```
14
Properties=species:S:1:pos:R:3:nbo_charge:R:1
C 1.22 -1.09 2.15 -0.41
N -0.02 -0.35 1.84 -0.64
C -0.39 -0.41 0.45 -0.23
C -0.14 0.89 -0.30 -0.52
S -0.43 0.56 -2.06 -0.05
H 1.07 -2.18 2.12 0.17
H 1.97 -0.85 1.40 0.19
H 1.61 -0.77 3.12 0.20
H -0.67 -0.65 2.55 0.37
H -1.44 -0.65 0.33 0.20
H 0.21 -1.18 -0.05 0.17
H 0.89 1.18 -0.11 0.20
H -0.73 1.72 0.08 0.22
H -0.68 1.84 -2.35 0.13
```

***

Which structure is the most stable? The one labeled entry 2.

***

Entry 1
Here is C3H9NS in the gas phase from the OMol25 dataset. Energies are from ωB97M-V/def2-TZVPD.

Calculated values
- multiplicity = 1
- HOMO energy (eV) = -8.41
- structure (SMILES) = CNCSC
- charge = 0
- gap between HOMO and LUMO (eV) = 9.5

Geometry as XYZ:
```
14
Properties=species:S:1:pos:R:3:nbo_charge:R:1
C -2.04 1.63 0.27 -0.41
N -0.68 1.31 -0.14 -0.64
C -0.50 -0.05 -0.69 -0.35
S 0.48 -1.15 0.37 0.17
C 2.12 -0.91 -0.32 -0.75
H -2.53 0.83 0.83 0.16
H -2.00 2.47 0.95 0.20
H -2.65 1.87 -0.59 0.19
H -0.06 1.41 0.65 0.36
H 0.00 0.00 -1.66 0.20
H -1.49 -0.49 -0.84 0.21
H 2.76 -1.56 0.27 0.23
H 2.50 0.11 -0.19 0.21
H 2.13 -1.11 -1.39 0.22
```

***

Entry 2
Here is 2 unconnected molecules or ions with the total composition C3H9NS from the OMol25 dataset. Energies are from ωB97M-V/def2-TZVPD.

Calculated values
- multiplicity = 1
- HOMO energy (alpha / beta) (eV) = -8.81 / -8.81
- structure (SMILES) = CC=S.CN
- charge = 0
- gap between HOMO and LUMO (alpha / beta) (eV) = 8.4 / 8.4

Geometry as XYZ:
```
14
Properties=species:S:1:pos:R:3:nbo_charge:R:1
C -1.93 -1.55 2.33 -0.70
C -1.69 -0.10 2.16 -0.21
S -0.17 0.60 2.19 0.01
H -2.25 -2.02 1.41 0.24
H -1.15 -2.13 2.90 0.24
H -2.70 -1.75 3.02 0.23
H -2.46 0.61 2.24 0.19
C 1.21 0.93 -2.40 -0.42
N 2.64 1.02 -2.55 -0.83
H 0.81 1.96 -2.66 0.19
H 0.72 0.63 -1.38 0.16
H 0.74 0.15 -3.04 0.19
H 3.21 0.21 -2.48 0.35
H 3.02 1.44 -1.73 0.35
```

***

Which structure is the most stable? The one labeled entry 1.

***

Entry 1
Here is 2 unconnected molecules or ions with the total composition C2H4NOP from the OMol25 dataset. Energies are from ωB97M-V/def2-TZVPD.

Calculated values
- multiplicity = 1
- HOMO energy (alpha / beta) (eV) = -8.17 / -8.18
- charge = 0
- gap between HOMO and LUMO (alpha / beta) (eV) = 6.7 / 6.7

Geometry as XYZ:
```
9
Properties=species:S:1:pos:R:3:nbo_charge:R:1
C -0.66 -0.46 -0.52 -0.29
C -0.79 0.62 0.48 -0.29
N 0.10 0.74 -0.63 -0.59
O 2.53 -1.06 0.17 -0.96
P 2.44 0.38 0.08 1.39
H -0.16 -1.38 -0.23 0.19
H -1.42 -0.58 -1.28 0.19
H -1.64 1.29 0.46 0.19
H -0.40 0.45 1.48 0.18
```

***

Entry 2
Here is C2H4NOP in the gas phase from the OMol25 dataset. Energies are from ωB97M-V/def2-TZVPD.

Calculated values
- multiplicity = 1
- HOMO energy (alpha / beta) (eV) = -7.67 / -8.85
- charge = 0
- gap between HOMO and LUMO (alpha / beta) (eV) = 6.7 / 8.0

Geometry as XYZ:
```
9
Properties=species:S:1:pos:R:3:nbo_charge:R:1
C -0.20 0.41 0.00 -0.26
C -0.22 1.68 0.55 -0.29
N -1.39 -0.23 0.03 -0.56
O 0.92 -1.93 -0.41 -1.02
P 1.39 -0.35 -0.50 0.81
H -1.32 1.92 0.61 0.23
H 0.70 2.37 0.66 0.22
H -1.37 -1.08 -0.58 0.34
H 1.49 -2.78 -0.37 0.54
```

***

Which structure is the most stable? The one labeled entry 1.

***

Entry 1
Here is a molecular structure, C18H36FO18Tl from the OMol25 dataset. Energies are from ωB97M-V/def2-TZVPD.

Calculated values
- multiplicity = 1
- HOMO energy (eV) = -15.63
- charge = +2
- gap between HOMO and LUMO (eV) = 2.3

Geometry as XYZ:
```
74
Properties=species:S:1:pos:R:3:mulliken_charge:R:1
Tl 6.21 -23.98 17.82 1.32
F 6.98 -25.69 19.71 -0.31
C 7.60 -23.38 22.48 -0.56
O 6.23 -23.00 22.56 -0.36
C 5.63 -22.65 21.45 0.89
O 6.11 -22.63 20.34 -0.59
O 4.41 -22.18 21.64 -0.29
C 3.73 -22.47 22.85 -0.68
H 7.59 -24.27 21.83 0.03
H 8.06 -23.64 23.42 0.43
H 8.16 -22.70 21.84 0.40
H 4.10 -21.83 23.65 0.36
H 3.90 -23.48 23.23 0.26
H 2.65 -22.36 22.76 0.30
C 4.43 -30.34 21.80 -0.76
O 5.49 -29.38 21.97 -0.06
C 6.61 -29.80 22.54 0.66
O 6.92 -30.93 22.70 -0.45
O 7.40 -28.80 22.92 -0.34
C 6.83 -27.53 23.19 -0.36
H 3.60 -29.85 21.33 0.23
H 4.18 -30.77 22.77 0.34
H 4.80 -31.13 21.14 0.34
H 6.70 -26.90 22.29 0.01
H 7.56 -27.08 23.86 0.28
H 5.86 -27.65 23.67 0.45
C 0.81 -23.92 19.11 -0.68
O 1.34 -24.85 20.02 -0.39
C 2.65 -25.02 20.05 0.81
O 3.44 -24.38 19.41 -0.39
O 2.91 -26.02 20.88 -0.42
C 4.27 -26.42 21.02 0.20
H 0.57 -22.96 19.57 0.32
H -0.15 -24.33 18.80 0.28
H 1.44 -23.78 18.24 0.30
H 4.85 -25.55 21.36 -0.16
H 4.75 -26.80 20.13 0.09
H 4.37 -27.14 21.83 0.18
C 9.67 -27.40 18.66 -0.17
O 10.03 -27.25 17.32 -0.30
C 9.43 -26.38 16.55 0.76
O 8.46 -25.70 16.89 -0.43
O 10.00 -26.39 15.38 -0.32
C 9.73 -25.33 14.45 -0.64
H 10.30 -28.16 19.11 0.37
H 8.63 -27.68 18.80 -0.12
H 9.89 -26.47 19.20 0.17
H 8.66 -25.13 14.44 0.29
H 10.04 -25.65 13.46 0.24
H 10.28 -24.44 14.75 0.31
C 12.89 -22.78 20.83 -0.64
O 11.74 -23.09 21.61 -0.32
C 11.31 -24.31 21.52 0.80
O 11.80 -25.19 20.87 -0.52
O 10.32 -24.46 22.41 -0.33
C 9.69 -25.72 22.38 -0.54
H 13.71 -23.47 21.08 0.32
H 13.18 -21.75 20.98 0.25
H 12.72 -22.95 19.76 0.29
H 10.39 -26.56 22.34 0.54
H 9.08 -25.82 21.47 0.06
H 9.03 -25.79 23.24 0.24
C 6.22 -28.66 18.09 -0.43
O 4.82 -28.66 17.79 -0.35
C 4.23 -27.53 17.49 0.74
O 4.78 -26.45 17.58 -0.40
O 3.04 -27.77 17.04 -0.35
C 2.10 -26.71 16.89 -0.66
H 6.35 -29.17 19.04 0.24
H 6.57 -27.64 18.19 -0.03
H 6.72 -29.17 17.27 0.44
H 1.26 -26.92 17.55 0.29
H 1.70 -26.73 15.87 0.36
H 2.50 -25.71 17.06 0.24
```

***

Entry 2
Here is a molecular structure, C18H36FO18Tl from the OMol25 dataset. Energies are from ωB97M-V/def2-TZVPD.

Calculated values
- multiplicity = 1
- HOMO energy (eV) = -14.23
- charge = +2
- gap between HOMO and LUMO (eV) = 1.4

Geometry as XYZ:
```
74
Properties=species:S:1:pos:R:3:mulliken_charge:R:1
Tl -11.71 18.29 14.30 1.00
F -12.00 16.36 18.71 -0.25
C -10.79 25.08 18.36 -0.73
O -10.43 24.44 19.55 -0.28
C -10.89 23.28 19.81 0.95
O -11.43 22.51 19.00 -0.54
O -10.53 23.01 21.00 -0.29
C -10.91 21.78 21.59 -0.71
H -10.20 25.97 18.11 0.28
H -11.79 25.51 18.48 0.33
H -10.89 24.47 17.47 0.31
H -10.79 21.03 20.82 0.35
H -11.85 21.82 22.15 0.28
H -10.07 21.46 22.20 0.28
C -17.23 20.06 19.18 -0.64
O -18.35 19.96 18.32 -0.26
C -18.08 19.67 17.06 0.86
O -16.98 19.42 16.49 -0.54
O -19.26 19.67 16.42 -0.28
C -19.36 19.12 15.08 -0.64
H -16.80 21.06 19.14 0.27
H -16.53 19.29 18.84 0.32
H -17.50 19.82 20.21 0.24
H -19.19 19.89 14.32 0.29
H -20.38 18.74 15.06 0.25
H -18.66 18.32 14.80 0.31
C -7.20 13.37 27.18 -0.63
O -7.96 13.60 25.99 -0.26
C -9.21 13.11 25.81 0.75
O -9.92 12.56 26.64 -0.45
O -9.73 13.68 24.68 -0.24
C -11.14 13.46 24.43 -0.61
H -7.63 13.84 28.06 0.31
H -6.18 13.68 26.95 0.26
H -7.10 12.34 27.53 0.32
H -11.72 13.91 25.24 0.30
H -11.32 12.39 24.58 0.30
H -11.49 13.66 23.42 0.26
C -8.07 11.30 12.48 -0.64
O -8.11 10.95 13.89 -0.27
C -8.75 11.73 14.79 0.79
O -9.19 12.85 14.52 -0.51
O -8.55 11.25 16.02 -0.24
C -9.40 11.61 17.13 -0.61
H -8.81 10.79 11.88 0.28
H -7.05 10.98 12.26 0.26
H -8.07 12.36 12.24 0.32
H -10.40 11.81 16.74 0.31
H -9.09 12.45 17.74 0.27
H -9.48 10.63 17.61 0.28
C -16.36 12.06 11.87 -0.61
O -16.15 11.55 13.19 -0.27
C -15.83 12.38 14.27 0.80
O -15.66 13.61 14.22 -0.56
O -15.95 11.66 15.33 -0.25
C -15.89 12.10 16.61 -0.71
H -15.47 12.52 11.44 0.28
H -17.09 12.87 11.81 0.31
H -16.76 11.22 11.29 0.25
H -16.87 11.97 17.08 0.30
H -15.80 13.17 16.83 0.34
H -15.26 11.48 17.25 0.28
C -4.16 20.43 16.03 -0.67
O -4.14 19.77 17.28 -0.26
C -5.24 19.21 17.71 0.83
O -6.40 19.36 17.20 -0.56
O -4.88 18.46 18.77 -0.26
C -5.88 17.80 19.52 -0.63
H -3.13 20.76 15.91 0.26
H -4.81 21.28 15.82 0.31
H -4.47 19.76 15.23 0.31
H -5.30 16.97 19.93 0.23
H -6.76 17.40 19.03 0.32
H -6.20 18.53 20.26 0.29
```

***

Which structure is the most stable? The one labeled entry 1.

***

Entry 1
Here is a gas-phase ion, C2H8NO2 (charge +1) from the OMol25 dataset. Energies are from ωB97M-V/def2-TZVPD.

Calculated values
- multiplicity = 1
- HOMO energy (eV) = -16.67
- structure (SMILES) = C[NH2+]C(O)O
- charge = +1
- gap between HOMO and LUMO (eV) = 13.2

Geometry as XYZ:
```
13
Properties=species:S:1:pos:R:3:nbo_charge:R:1
C -1.67 0.13 0.13 -0.40
N -0.47 -0.54 -0.35 -0.54
C 0.90 0.16 0.33 0.56
O 1.07 1.34 -0.19 -0.66
O 1.74 -0.87 0.04 -0.73
H -1.50 1.08 -0.20 0.23
H -2.47 -0.36 -0.32 0.23
H -1.71 0.02 1.14 0.22
H -0.36 -1.48 -0.06 0.43
H -0.17 -0.37 -1.37 0.43
H 0.58 0.34 1.48 0.18
H 1.42 1.38 -1.03 0.50
H 2.63 -0.81 0.41 0.53
```

***

Entry 2
Here is a molecular structure, C2H8NO2 from the OMol25 dataset. Energies are from ωB97M-V/def2-TZVPD.

Calculated values
- multiplicity = 1
- HOMO energy (eV) = -14.45
- charge = +1
- gap between HOMO and LUMO (eV) = 10.0

Geometry as XYZ:
```
13
Properties=species:S:1:pos:R:3:nbo_charge:R:1
C 1.79 0.06 0.53 -0.40
C -0.22 0.41 -0.86 0.04
N 0.32 -0.14 0.32 -0.57
O -2.49 -0.53 0.13 -0.47
O -2.05 0.56 -0.66 -0.27
H 1.90 1.16 0.65 0.24
H 1.99 -0.48 1.39 0.23
H 2.43 -0.38 -0.26 0.26
H -0.22 1.51 -0.70 0.25
H -0.23 -0.04 -1.80 0.26
H -0.28 0.05 1.24 0.49
H 0.21 -1.19 0.46 0.46
H -3.15 -0.97 -0.44 0.49
```

***

Which structure is the most stable? The one labeled entry 1.

***

Entry 1
Here is 3 unconnected molecules or ions with the total composition C5H15N2O2 from the OMol25 dataset. Energies are from ωB97M-V/def2-TZVPD.

Calculated values
- multiplicity = 1
- HOMO energy (eV) = -12.39
- charge = +1
- gap between HOMO and LUMO (eV) = 9.4

Geometry as XYZ:
```
24
Properties=species:S:1:pos:R:3:nbo_charge:R:1
C -0.81 -1.46 -0.37 -0.21
C -1.96 -0.45 0.08 -0.44
C -1.42 0.92 0.30 -0.29
C -1.34 1.73 1.34 0.01
N -0.55 2.90 1.44 -0.39
C -0.86 3.83 0.64 -0.03
N 0.44 -0.79 -0.94 -0.70
H -0.49 -2.03 0.51 0.23
H -1.18 -2.13 -1.14 0.22
H -2.63 -0.41 -0.79 0.23
H -2.38 -0.85 1.00 0.24
H -1.10 1.37 -0.65 0.17
H -1.62 1.29 2.31 0.20
H -1.79 3.95 0.07 0.17
H -0.25 4.73 0.60 0.18
H 1.04 -1.58 -1.22 0.48
H 0.81 -0.14 -0.24 0.47
H 0.12 -0.23 -1.73 0.42
H 2.48 -1.21 2.19 0.49
H 3.20 -0.43 1.13 0.48
O 2.32 -0.78 1.34 -0.97
H 3.38 -2.46 -2.12 0.51
H 2.07 -3.23 -2.09 0.48
O 2.53 -2.53 -1.65 -0.96
```

***

Entry 2
Here is a gas-phase ion, C5H15N2O2 (charge +1) from the OMol25 dataset. Energies are from ωB97M-V/def2-TZVPD.

Calculated values
- multiplicity = 1
- HOMO energy (eV) = -12.94
- structure (SMILES) = CCO[NH2+]C[C@H](O)CN
- charge = +1
- gap between HOMO and LUMO (eV) = 9.5

Geometry as XYZ:
```
24
Properties=species:S:1:pos:R:3:nbo_charge:R:1
C 2.09 -1.43 0.45 -0.63
C 2.38 -0.16 -0.42 -0.10
O 2.07 1.01 0.36 -0.32
N 0.90 1.64 -0.03 -0.21
C -0.35 1.19 0.70 -0.28
C -1.35 0.58 -0.33 0.07
O -2.10 1.61 -0.95 -0.70
C -2.26 -0.48 0.34 -0.25
N -2.12 -1.82 -0.28 -0.81
H 2.21 -2.33 -0.16 0.24
H 2.79 -1.39 1.29 0.24
H 1.06 -1.38 0.82 0.20
H 1.78 -0.25 -1.35 0.18
H 3.44 -0.15 -0.69 0.23
H 1.02 2.63 0.21 0.44
H 0.74 1.62 -1.04 0.42
H -0.14 0.50 1.52 0.26
H -0.82 2.08 1.13 0.25
H -0.79 0.06 -1.14 0.16
H -1.85 1.63 -1.87 0.48
H -2.05 -0.61 1.42 0.18
H -3.30 -0.12 0.25 0.23
H -1.19 -1.91 -0.69 0.34
H -2.12 -2.51 0.46 0.37
```

***

Which structure is the most stable? The one labeled entry 1.

***

Entry 1
Here is 2 unconnected molecules or ions with the total composition C9H11O3 from the OMol25 dataset. Energies are from ωB97M-V/def2-TZVPD.

Calculated values
- multiplicity = 1
- HOMO energy (eV) = -3.40
- charge = -1
- gap between HOMO and LUMO (eV) = 7.0

Geometry as XYZ:
```
23
Properties=species:S:1:pos:R:3:nbo_charge:R:1
C 0.34 -0.32 3.00 -0.75
C -0.26 -1.47 3.96 0.81
O 0.04 -1.58 5.16 -0.64
O -0.99 -2.42 3.27 -0.75
H -0.59 -0.13 2.40 0.29
H 1.01 -0.99 2.37 0.22
H 0.70 0.56 3.39 0.20
C 0.52 1.54 -3.63 -0.60
C -1.38 0.58 -0.58 -0.35
C -0.71 -0.58 0.02 0.43
C -0.80 1.28 -1.65 -0.18
C 0.29 0.72 -2.43 -0.18
C 0.65 -0.72 -0.59 -0.37
C 1.12 -0.11 -1.74 -0.20
O -1.04 -1.05 1.12 -0.78
H -2.15 0.95 -0.03 0.19
H -1.39 2.16 -2.05 0.18
H 1.47 -1.22 -0.17 0.19
H -0.74 -2.32 2.21 0.54
H -0.33 2.30 -3.84 0.20
H 0.49 0.88 -4.52 0.20
H 2.23 -0.22 -2.00 0.19
H 1.51 2.19 -3.67 0.18
```

***

Entry 2
Here is 2 unconnected molecules or ions with the total composition C9H11O3 from the OMol25 dataset. Energies are from ωB97M-V/def2-TZVPD.

Calculated values
- multiplicity = 1
- HOMO energy (eV) = -4.66
- charge = -1
- gap between HOMO and LUMO (eV) = 7.9

Geometry as XYZ:
```
23
Properties=species:S:1:pos:R:3:nbo_charge:R:1
C -2.32 1.26 -2.79 -0.62
C 0.72 -0.68 -0.50 0.32
C 0.80 0.70 -0.75 -0.26
C -0.31 -1.45 -1.03 -0.27
C -0.30 1.26 -1.38 -0.21
C -1.34 -0.89 -1.79 -0.22
C -1.31 0.48 -1.94 -0.07
O 1.67 -1.34 0.18 -0.73
H 1.98 -0.83 0.92 0.52
H 1.62 1.26 -0.31 0.25
H -0.24 -2.48 -0.73 0.21
H -0.29 2.31 -1.63 0.19
H -1.97 -1.59 -2.33 0.20
H -2.17 2.31 -2.67 0.21
H -3.34 1.13 -2.40 0.20
H -2.29 0.87 -3.80 0.20
C 0.82 -0.78 3.37 -0.75
C 1.94 0.27 3.11 0.79
O 2.28 0.87 4.13 -0.75
O 2.39 0.39 1.93 -0.82
H 0.45 -1.33 2.51 0.19
H -0.04 -0.28 3.78 0.20
H 1.25 -1.44 4.12 0.21
```

***

Which structure is the most stable? The one labeled entry 2.

***

Entry 1
Here is 2 unconnected molecules or ions with the total composition C3H5N4 from the OMol25 dataset. Energies are from ωB97M-V/def2-TZVPD.

Calculated values
- multiplicity = 1
- HOMO energy (eV) = -13.34
- charge = +1
- gap between HOMO and LUMO (eV) = 7.8

Geometry as XYZ:
```
12
Properties=species:S:1:pos:R:3:nbo_charge:R:1
C -1.38 0.23 1.44 0.09
C -2.53 0.26 2.14 -0.25
C 1.99 -0.35 -1.72 -0.47
N -0.45 -0.34 0.88 0.03
N 0.75 1.57 -0.80 0.23
N 0.33 -0.78 0.16 -0.09
N 1.21 0.56 -1.05 0.11
H -3.07 1.14 2.38 0.24
H -3.05 -0.70 2.39 0.25
H 1.21 -1.10 -2.00 0.29
H 2.79 -0.63 -1.11 0.29
H 2.19 0.14 -2.72 0.29
```

***

Entry 2
Here is a gas-phase ion, C3H5N4 (charge +1) from the OMol25 dataset. Energies are from ωB97M-V/def2-TZVPD.

Calculated values
- multiplicity = 1
- HOMO energy (alpha / beta) (eV) = -13.74 / -13.74
- charge = +1
- gap between HOMO and LUMO (alpha / beta) (eV) = 7.9 / 7.9

Geometry as XYZ:
```
12
Properties=species:S:1:pos:R:3:nbo_charge:R:1
C -0.61 -1.41 1.38 0.11
C 1.28 0.67 -0.84 0.15
C -1.13 0.52 -0.28 0.00
N 0.40 -0.82 1.51 -0.01
N 1.90 0.30 0.21 -0.15
N 1.39 -0.12 1.35 -0.08
N -0.09 0.52 -1.07 -0.47
H -1.21 -2.18 1.72 0.27
H 1.83 0.82 -1.72 0.23
H -2.03 0.28 -0.85 0.23
H -1.35 0.98 0.67 0.26
H -0.39 0.45 -2.07 0.45
```

***

Which structure is the most stable? The one labeled entry 1.